Computed, not measured: C7H10N2O2S2 in the gas phase in a non-equilibrium geometry, with ωB97M-V/def2-TZVPD.

Atoms and positions in Å:
1 C 2.222 0.115 -1.594
2 C 2.735 -0.431 -0.480
3 C 0.627 -0.302 -0.192
4 C 4.285 -0.738 -0.396
5 C -1.658 0.964 0.849
6 C 1.810 -1.113 1.828
7 C -1.047 -0.395 0.629
8 N 1.740 -0.638 0.465
9 N 0.883 0.228 -1.378
10 O 4.729 -0.792 0.713
11 O 4.625 -0.870 -1.538
12 S -2.849 -0.533 -1.944
13 S -2.052 -1.577 -0.319
14 H 2.686 0.311 -2.564
15 H -1.921 1.364 -0.048
16 H -2.487 0.832 1.586
17 H -0.945 1.626 1.508
18 H 2.758 -0.755 2.226
19 H 1.112 -0.617 2.410
20 H 1.748 -2.132 1.888
21 H -0.726 -1.154 1.419
22 H 0.068 0.584 -2.067
23 H -2.272 -1.395 -2.833

Forces on atoms 1 to 3 (eV/Å):
0.2235 0.1050 -1.2090
2.0426 -0.1286 0.8966
-5.0740 0.6640 3.1308

For the calculated total energy, the calculation gives -1329.00425 hartree. The calculation puts the orbital gap at 7.657 eV. The calculation puts the HOMO energy at -8.1 eV. The charge is 0.